Entry 1:
Computed, not measured: C48H49Cl2IN7OS2Si2SnTe2 as an isolated structure, with ωB97M-V with the def2-TZVPD basis set.

The geometry in XYZ format:
```
115
Properties=species:S:1:pos:R:3:lowdin_charge:R:1
Sn -0.1334 -2.4140 -0.4955 0.731
S -0.3662 -3.0003 1.9231 0.498
C -1.9153 -2.2663 2.3933 -0.652
C -2.2066 -2.0433 3.7413 -0.056
C -3.3614 -1.3790 4.1075 -0.186
C -3.8071 -1.3031 5.5144 -0.167
N -4.1844 -1.2863 6.6002 0.151
C -4.2567 -0.9072 3.1368 -0.205
C -3.9546 -1.1441 1.8090 -0.072
C -2.8175 -1.8711 1.4139 -0.683
S -2.6086 -2.1778 -0.3205 0.469
C -5.4243 -0.1233 3.4766 -0.181
N -6.2992 0.5548 3.7753 0.160
H -1.5606 -2.4735 4.5205 0.127
H -4.6107 -0.7310 1.0398 0.121
C 2.6651 4.8040 11.6930 -0.090
O 3.5317 3.8838 11.0469 -0.106
C 3.2073 3.4636 9.7605 -0.260
C 2.0066 3.7845 9.1124 0.000
C 1.6915 3.1874 7.8844 0.002
C 2.6305 2.3324 7.2928 -0.151
C 3.8678 2.0830 7.9029 -0.018
C 4.1373 2.6235 9.1693 -0.002
C 2.3093 1.7729 5.9473 -0.257
N 1.1854 1.9402 5.3064 0.185
C 1.3478 1.2775 4.0826 -0.145
C 2.5658 0.6966 4.0149 -0.154
N 3.1933 1.0289 5.1805 0.170
C 2.9236 -0.2194 2.9787 -0.064
C 4.1484 -0.9137 2.8686 0.013
C 4.3060 -1.8285 1.8385 -0.036
C 3.2914 -1.9739 0.9104 -0.134
N 2.1607 -1.2838 0.9601 0.049
C 2.0068 -0.3963 1.9323 -0.181
C 0.7267 0.3335 1.9070 -0.141
N -0.0857 0.1470 0.8109 0.075
C -1.2551 0.7514 0.8153 -0.180
C -1.7080 1.5096 1.9027 -0.035
C -0.8940 1.7106 2.9903 0.007
C 0.3750 1.1307 3.0023 -0.074
H 3.0818 4.9354 12.7062 0.097
H 1.6219 4.4242 11.7567 0.096
H 2.6872 5.7456 11.1360 0.094
H 1.3066 4.3970 9.6162 0.087
H 0.7896 3.3946 7.3679 0.102
H 4.5815 1.3922 7.4087 0.112
H 5.0416 2.3530 9.6858 0.115
H 3.9976 0.5990 5.5870 0.136
H 4.9875 -0.7776 3.5222 0.105
H 5.1989 -2.4093 1.7203 0.104
H 3.4260 -2.6841 0.1182 0.037
H -1.8450 0.5296 -0.0948 0.044
H -2.6771 1.9355 1.9405 0.100
H -1.2696 2.2400 3.8719 0.127
Cl 2.2901 -5.9947 0.1024 0.476
C 2.8288 -5.0261 -1.3122 -0.993
Cl 4.5408 -4.6039 -1.1008 0.511
H 2.2217 -4.1423 -1.4127 -0.051
H 2.7288 -5.5961 -2.2317 -0.038
I 2.0504 -6.1878 -5.3528 -0.460
C 1.8572 -2.2752 -3.9683 -0.622
C 2.9569 -2.5971 -4.7291 -0.184
C 4.1817 -2.0087 -4.4043 -0.065
C 4.2549 -1.0918 -3.3692 -0.070
C 3.0705 -0.8612 -2.6462 -0.178
N 1.9042 -1.4293 -2.9378 -0.021
H 2.8322 -3.2681 -5.5386 -0.007
H 5.0773 -2.2656 -5.0024 0.118
H 5.1719 -0.5420 -3.1805 0.098
H 3.0833 -0.1569 -1.8088 0.102
Te -0.0451 -2.7175 -4.9162 1.235
C -1.2392 -4.5627 -4.8418 -0.552
C -1.5491 -5.1918 -3.6573 -0.163
C -2.8181 -5.7201 -3.4989 -0.086
C -3.7190 -5.6780 -4.5570 -0.108
C -3.3538 -5.2155 -5.8092 -0.086
C -2.0925 -4.6254 -5.9419 -0.177
H -0.8188 -5.1954 -2.8288 0.101
H -3.0885 -6.1219 -2.5271 0.105
H -4.7118 -6.0255 -4.3554 0.088
H -3.9984 -5.2352 -6.6857 0.101
H -1.7908 -4.1192 -6.8157 0.064
C -0.5068 4.4261 -5.4757 -0.181
Si 0.6208 3.7686 -4.1282 0.397
C 1.6322 2.3465 -4.8764 -0.198
C 1.7172 5.1219 -3.5336 -0.196
C -0.3697 3.0875 -2.6354 -0.587
Te -1.1578 1.1315 -3.0530 1.193
C -3.1326 1.9008 -3.4831 -0.572
Si -3.9917 0.6840 -4.6106 0.321
C -5.7979 0.9985 -4.3635 -0.187
C -3.5784 -1.0650 -4.1459 -0.213
C -3.4475 0.9447 -6.3504 -0.171
H -0.0035 4.6617 -6.4316 0.040
H -1.0072 5.3776 -5.2023 0.038
H -1.2828 3.7371 -5.7264 -0.006
H 2.4156 2.7236 -5.5041 0.020
H 1.0469 1.6841 -5.4794 0.007
H 2.0510 1.8113 -4.0373 0.010
H 2.2592 5.5485 -4.3666 0.026
H 2.4296 4.7940 -2.7874 0.027
H 1.1289 5.9113 -3.0486 0.036
H -1.2528 3.7336 -2.4613 0.009
H 0.2263 3.0066 -1.7227 -0.006
H -2.9855 2.8888 -3.9369 0.009
H -3.7294 2.0309 -2.5984 0.000
H -6.0264 0.8138 -3.2891 0.045
H -6.4430 0.3970 -4.9405 0.007
H -6.0170 2.0648 -4.5645 0.041
H -3.9847 -1.3544 -3.1449 0.039
H -2.5349 -1.3517 -4.1432 -0.075
H -4.0213 -1.7036 -4.8828 0.024
H -4.0969 1.5476 -6.9574 0.020
H -3.3047 -0.0102 -6.8426 0.028
H -2.4378 1.4422 -6.2373 0.036
```

The value obtained for the molar mass is 1432.00 g/mol. Its charge is -1. The relative energy (zero: lowest compared OMol25 entry of this formula, charge and spin) is 0.231 eV. For the total energy, the calculation gives -154043.5409 eV. Its HOMO energy is -0.157 Eh. For the LUMO energy, the calculation gives 1.3 eV.


Entry 2:
Computed, not measured: C48H51N4O5PtSTe as an isolated structure, with ωB97M-V with the def2-TZVPD basis set.

The geometry in XYZ format:
```
111
Properties=species:S:1:pos:R:3:lowdin_charge:R:1
Pt 0.6738 -1.5322 -1.5037 0.904
C -2.6919 -1.9810 4.7767 -0.043
C -1.8295 -1.6107 3.5997 -0.251
C -0.7850 -0.6947 3.7211 0.025
C 0.0327 -0.3645 2.6598 -0.074
C 1.1863 0.5628 2.8693 -0.289
O 2.2699 0.3671 2.3511 0.096
C 1.0118 1.7353 3.7847 -0.168
C -0.2217 2.3591 3.9622 -0.048
C -0.3196 3.4969 4.7494 -0.086
C 0.8110 4.0043 5.3737 -0.069
C 2.0433 3.3862 5.1992 -0.055
C 2.1470 2.2629 4.3968 -0.023
C -0.1722 -0.9498 1.3671 -0.304
O 0.6318 -0.6048 0.4312 -0.231
C -1.2542 -1.8785 1.2184 -0.050
C -2.0393 -2.1644 2.3573 0.033
C -1.6377 -2.5430 -0.0217 -0.158
N -1.0523 -2.4526 -1.1800 -0.143
C -1.5148 -3.2002 -2.3644 -0.276
C -0.6391 -4.4233 -2.5930 -0.389
Te 1.3950 -3.8214 -2.2250 1.476
C 1.4098 -4.6554 -0.2779 -0.508
C 1.1757 -6.0188 -0.1348 -0.154
C 1.1534 -6.5830 1.1331 -0.079
C 1.3830 -5.7918 2.2510 -0.070
C 1.6415 -4.4379 2.1008 -0.059
C 1.6585 -3.8636 0.8355 -0.132
C -2.8366 -3.4411 0.0557 -0.234
C -4.1047 -2.9418 -0.2199 -0.029
C -5.2041 -3.7847 -0.1560 -0.060
C -5.0390 -5.1207 0.1856 -0.070
C -3.7738 -5.6135 0.4694 -0.056
C -2.6694 -4.7739 0.4087 -0.027
H -2.4501 -1.3704 5.6458 0.077
H -2.5533 -3.0254 5.0616 0.083
H -3.7511 -1.8398 4.5570 0.082
H -0.5964 -0.2367 4.6862 0.131
H -1.1039 1.9579 3.4804 0.115
H -1.2769 3.9855 4.8775 0.108
H 0.7339 4.8867 5.9963 0.108
H 2.9238 3.7879 5.6825 0.111
H 3.1036 1.7916 4.2181 0.121
H -2.8558 -2.8675 2.2598 0.123
H -1.3962 -2.5241 -3.2119 0.098
H -2.5676 -3.4618 -2.2832 0.120
H -0.7238 -4.8046 -3.6083 0.060
H -0.8552 -5.2247 -1.8889 0.046
H 1.0129 -6.6528 -0.9993 0.102
H 0.9645 -7.6427 1.2443 0.110
H 1.3677 -6.2363 3.2372 0.109
H 1.8226 -3.8143 2.9668 0.114
H 1.8302 -2.7989 0.7360 0.080
H -4.2237 -1.8979 -0.4839 0.129
H -6.1918 -3.3979 -0.3686 0.110
H -5.8993 -5.7742 0.2356 0.108
H -3.6452 -6.6518 0.7455 0.110
H -1.6796 -5.1451 0.6515 0.118
C -1.7846 6.6130 0.6950 -0.041
C -0.5861 5.7260 0.5012 -0.289
C 0.0578 5.1260 1.5769 -0.039
C 1.1578 4.2934 1.4188 -0.001
C 1.6350 4.0341 0.1388 -0.234
N 2.6898 3.1457 -0.1407 0.152
C 3.6996 2.7418 0.7043 -0.515
O 3.9279 3.1990 1.7979 0.101
N 4.5175 1.7764 0.1289 0.142
C 4.1497 0.9079 -0.9055 -0.214
C 4.9838 0.6252 -1.9737 0.027
C 4.5333 -0.2518 -2.9513 -0.033
C 3.2772 -0.8041 -2.8410 -0.172
N 2.4757 -0.5516 -1.7898 -0.106
C 2.9096 0.2741 -0.8358 -0.039
C 1.0126 4.6407 -0.9534 -0.056
C -0.0767 5.4741 -0.7708 -0.071
H -1.8414 6.9811 1.7185 0.079
H -2.7132 6.0770 0.4866 0.081
H -1.7492 7.4758 0.0298 0.082
H -0.3033 5.3148 2.5808 0.108
H 1.6333 3.8473 2.2765 0.097
H 2.8145 2.9305 -1.1181 0.135
H 5.4083 1.6642 0.5872 0.162
H 5.9568 1.0934 -2.0485 0.128
H 5.1467 -0.4934 -3.8072 0.119
H 2.8679 -1.4592 -3.5961 0.080
H 2.2755 0.4051 0.0307 0.094
H 1.3971 4.4672 -1.9536 0.115
H -0.5283 5.9519 -1.6333 0.119
C -0.8875 1.2348 -5.7830 -0.148
C 0.4217 1.9515 -5.4367 -0.151
C 1.3431 0.7827 -5.1238 -0.206
O 0.5198 -0.1563 -4.4454 -0.200
C -0.7957 -0.0882 -5.0007 -0.194
H -0.9487 1.0483 -6.8548 0.112
H -1.7706 1.8118 -5.5128 0.100
H 0.3134 2.5793 -4.5489 0.094
H 0.7876 2.5766 -6.2497 0.117
H 2.1687 1.0430 -4.4609 0.106
H 1.7567 0.3467 -6.0425 0.128
H -1.4967 -0.1437 -4.1667 0.097
H -0.9590 -0.9462 -5.6605 0.118
C -1.8630 2.7664 -2.3011 -0.214
S -0.5807 1.8264 -1.4767 0.863
C -1.0699 2.1967 0.2039 -0.205
O -0.9506 0.3821 -1.7015 -0.596
H -2.8329 2.3837 -1.9866 0.070
H -1.7330 2.6363 -3.3721 0.030
H -1.7516 3.8171 -2.0337 0.045
H -0.9300 3.2579 0.4104 0.031
H -0.4068 1.6049 0.8283 0.037
H -2.1072 1.8928 0.3436 0.080
```

The value obtained for the molar mass is 1118.70 g/mol. Its charge is +1. The relative energy (zero: lowest compared OMol25 entry of this formula, charge and spin) is 0.000 eV. For the total energy, the calculation gives -88172.8876 eV. Its HOMO energy is -0.361 Eh. For the LUMO energy, the calculation gives -2.3 eV.


> Which of these has the lowest relative energy (zero: lowest compared OMol25 entry of this formula, charge and spin)?

C48H51N4O5PtSTe


> Among the records above, which one has the highest HOMO?

C48H49Cl2IN7OS2Si2SnTe2


> Which value of charge does entry 1 give?

-1


> What is the charge in the first record?

-1